Below is the ion C4H9NOS with charge +1, with properties calculated with the ωB97M-V functional and the def2-TZVPD basis.

```
16
Properties=species:S:1:pos:R:3:mulliken_charge:R:1
S 1.037 -1.987 1.070 0.250
O 2.556 0.983 -1.388 -0.399
N -0.763 1.176 -0.043 -0.368
C 1.371 1.081 -1.359 -0.216
C 0.466 0.421 -0.286 -0.067
C 0.370 -1.131 -0.436 -0.576
C -1.450 0.633 1.162 -0.815
H 0.622 -3.216 0.696 0.295
H 1.017 0.616 0.670 0.417
H -1.399 1.147 -0.836 0.288
H -0.699 0.352 1.903 0.323
H -0.681 -1.390 -0.539 0.417
H 0.866 -1.672 -1.257 0.511
H -2.005 1.485 1.559 0.327
H -2.057 -0.275 1.036 0.290
H 0.747 1.777 -1.954 0.322
```

Energy above the lowest of the compared OMol25 structures with the same formula, charge and spin: 1.868 eV
2S+1: 2
<S²>: 0.7535
LUMO level (spin up / spin down): -4.46 / -9.32 eV
HOMO-LUMO gap (spin up / spin down): 9.4 / 4.5 eV
Charge: +1

Below is a structure of composition C40H66Cl52GaNO2PS2, with properties calculated with the ωB97M-V functional and the def2-TZVPD basis.

```
165
Properties=species:S:1:pos:R:3:mulliken_charge:R:1
Ga 1.769 -2.202 2.680 -0.964
Cl 8.648 3.870 -1.012 -0.130
Cl -6.580 -4.655 4.387 -0.065
Cl 1.529 -2.827 -7.661 -0.086
Cl -1.879 6.186 -11.138 -0.124
Cl -3.766 -11.222 5.577 -0.138
Cl 0.176 -5.312 -6.969 -0.108
Cl -8.515 -6.663 3.546 -0.131
Cl 2.990 1.203 -11.565 -0.141
Cl 2.348 -8.021 6.902 -0.155
Cl 2.674 9.278 2.829 -0.041
Cl -6.766 2.592 -1.577 -0.066
Cl 1.754 6.106 -5.766 -0.133
Cl -0.418 -3.983 -9.493 -0.112
Cl 6.015 5.320 0.954 -0.139
Cl 4.126 11.549 1.726 -0.123
Cl 6.184 -5.587 -1.072 -0.163
Cl 5.361 -0.894 -4.173 -0.118
Cl -7.286 2.167 -4.411 -0.093
Cl -2.077 -2.428 -5.860 -0.131
Cl 6.704 -5.163 1.762 -0.139
Cl 1.575 -0.381 -9.571 -0.021
Cl -0.459 4.205 -9.543 -0.082
Cl 1.024 6.295 -10.926 -0.136
Cl 3.510 1.627 -8.730 -0.117
Cl -4.342 -2.216 -4.223 -0.071
Cl -4.303 -8.236 0.250 -0.152
Cl 0.694 -3.254 6.087 -0.404
Cl 3.908 7.330 0.894 -0.038
Cl -6.134 4.675 -7.977 -0.077
Cl -4.597 -3.181 -1.487 -0.027
Cl -6.728 6.003 -10.500 -0.132
Cl -5.088 -8.921 4.376 -0.076
Cl 3.544 4.795 -0.495 -0.026
Cl -1.668 -0.626 -8.112 -0.130
Cl 4.285 -3.582 -4.497 -0.112
Cl 8.490 1.342 0.427 -0.102
Cl -3.967 -6.428 2.508 0.052
Cl 6.246 2.234 -1.202 -0.017
Cl -4.781 7.160 -8.669 -0.113
Cl -6.745 -1.623 -2.688 -0.043
Cl 0.034 7.259 -3.717 -0.121
Cl 4.284 -6.013 7.743 -0.128
Cl 4.628 -2.461 -1.830 0.059
Cl -2.214 -9.277 4.062 -0.134
Cl -0.993 6.829 -6.408 -0.121
Cl -7.100 -5.079 1.552 -0.067
Cl -8.701 0.584 -2.418 -0.130
Cl 4.769 -7.170 0.921 -0.148
Cl -1.922 -6.570 0.440 -0.104
Cl 3.763 -6.438 4.908 -0.090
Cl 5.296 9.981 3.884 -0.118
Cl -1.475 0.382 -5.386 -0.040
S -2.241 2.705 -0.743 -0.063
S 0.267 2.914 -2.480 -0.100
P 2.033 -1.952 4.987 0.413
O 3.360 -2.512 1.700 -0.144
O 3.618 -2.496 5.547 -0.469
N 0.481 3.716 0.140 0.572
C 0.096 6.220 -5.151 0.262
C -2.464 0.965 -0.086 0.970
C -2.294 0.509 6.840 -0.881
C 0.472 -3.756 2.129 -0.457
C 0.252 5.147 0.499 -0.023
C 3.060 -6.440 6.535 0.419
C -0.438 3.171 -0.916 -0.371
C -0.483 5.891 -10.087 0.284
C 4.581 -2.293 2.480 0.057
C -1.194 -1.009 -6.448 0.279
C 8.010 2.217 -1.038 -0.087
C -3.602 -9.513 5.138 0.027
C -2.498 -1.986 5.885 0.449
C -0.767 5.455 1.736 -0.412
C 0.754 5.714 4.029 -0.857
C 1.056 -0.334 2.004 0.534
C 4.712 6.036 -0.010 -0.183
C 2.286 1.200 -9.938 0.417
C -3.596 -2.563 4.829 -0.270
C 0.835 -4.332 -8.290 -0.079
C -3.113 -0.938 7.016 -0.548
C -5.464 -2.810 -2.987 -0.290
C -3.324 -2.263 3.250 -0.468
C 2.151 1.996 0.982 -0.283
C -7.804 -5.082 3.179 -0.089
C 3.791 10.605 3.188 -0.063
C -7.989 2.164 -2.785 -0.067
C 2.030 0.367 0.891 0.136
C 5.942 0.110 2.293 -0.968
C -0.990 -3.703 2.860 0.374
C 0.742 2.790 1.287 0.155
C 4.779 -0.785 3.084 0.198
C -5.475 5.655 -9.298 0.118
C -2.910 -0.150 -1.203 0.051
C 5.480 -5.590 0.554 0.690
C -1.763 -2.250 2.769 0.876
C -1.626 -0.924 -1.927 0.124
C -3.137 -7.482 1.351 0.285
C 0.054 6.489 2.763 -0.125
C 5.275 -2.522 -3.478 -0.102
H 5.815 0.044 1.118 0.174
H 5.695 1.243 2.573 0.248
H 1.631 -4.901 -8.777 0.376
H -2.862 -1.346 8.100 0.230
H -8.783 2.915 -2.752 0.369
H -3.857 -3.140 2.641 0.002
H 0.911 7.091 2.192 -0.038
H -1.724 6.084 1.398 0.325
H -0.203 2.069 1.372 -0.046
H -0.126 -1.239 -6.439 0.002
H 2.266 -5.689 6.568 -0.065
H -1.686 -4.466 2.260 -0.500
H 4.687 -4.839 0.587 -0.244
H 1.932 5.609 3.916 0.178
H 0.046 -0.609 1.431 -1.231
H -1.778 -1.976 1.606 -0.497
H -1.470 -1.989 -1.415 0.156
H -0.636 -0.286 -1.896 0.114
H -3.881 -1.276 2.917 0.207
H -0.571 6.535 -9.208 0.050
H -3.306 1.024 0.744 0.348
H -8.597 -4.331 3.212 0.339
H -4.272 -0.791 6.938 0.309
H 1.493 1.951 -9.905 -0.121
H 5.150 6.468 -0.913 0.334
H -3.653 0.254 -2.026 0.239
H 5.489 -2.466 1.722 0.126
H -0.225 5.675 -0.460 0.139
H -5.925 -3.730 -3.355 0.406
H -1.147 0.354 7.112 0.217
H -1.566 -1.453 5.428 -0.303
H 3.319 11.263 3.922 0.335
H 0.328 4.642 4.244 0.257
H 0.863 3.287 2.340 -0.119
H -0.659 7.335 3.203 0.378
H 8.432 1.698 -1.902 0.337
H 0.590 6.372 5.008 0.272
H 2.945 2.306 1.808 -0.045
H 6.287 -2.932 -3.436 0.266
H 7.029 -0.110 2.668 0.345
H 3.716 -3.484 5.423 0.220
H -1.848 -1.160 -3.065 -0.421
H 3.127 -0.055 0.855 0.073
H -2.629 -8.273 1.908 -0.095
H -3.486 -1.009 -0.612 -0.153
H 5.193 -0.918 4.191 0.208
H 0.732 0.366 2.894 0.458
H -1.490 0.571 0.430 -1.015
H 1.564 0.126 -0.181 0.112
H -3.431 -8.938 6.052 0.296
H -2.681 1.333 7.605 0.327
H -4.679 5.086 -9.784 0.206
H -3.793 -3.721 5.043 -0.066
H -2.430 0.961 5.766 0.213
H -2.090 -2.920 6.505 0.124
H 1.050 -4.760 2.389 0.189
H 1.326 5.657 0.609 -0.252
H -0.234 5.218 -4.865 0.095
H -0.992 -4.127 3.977 0.114
H 4.668 -3.164 3.263 -0.064
H -4.632 -2.034 5.100 0.310
H -1.193 -1.364 3.287 -0.157
H 0.336 -3.721 0.951 0.188
H 3.820 -0.115 3.093 -0.050
H -1.188 4.520 2.299 0.255
H 2.517 2.363 -0.094 -0.009
```

LUMO level: 0.78 eV
HOMO-LUMO gap: 5.7 eV
Charge: -1

Below is a cluster of 2 separate species, C2H4N2O in total, with properties calculated with the ωB97M-V functional and the def2-TZVPD basis.

```
9
Properties=species:S:1:pos:R:3:mulliken_charge:R:1
O 0.804 0.327 1.039 -0.251
N 0.884 -2.034 1.692 -0.167
N 0.646 -1.517 2.773 -0.197
C 0.408 0.340 -0.362 -0.623
C 0.337 -0.775 1.592 0.313
H 0.929 1.211 -0.827 0.231
H -1.530 -1.115 1.295 0.100
H 0.740 -0.597 -1.073 0.256
H -0.679 0.539 -0.378 0.338
```

Energy above the lowest of the compared OMol25 structures with the same formula, charge and spin: 6.610 eV
LUMO level: 0.18 eV
HOMO-LUMO gap: 9.8 eV
Charge: 0

Below is a structure of composition C2H4BrClIN, with properties calculated with the ωB97M-V functional and the def2-TZVPD basis.

```
10
Properties=species:S:1:pos:R:3:mulliken_charge:R:1
I -2.338 -1.759 -0.576 0.117
Br -1.887 2.714 0.927 -0.067
Cl -0.034 2.328 -1.377 -0.114
N -0.867 -0.450 -0.164 -0.321
C -0.302 -0.362 1.197 -0.710
C -1.467 1.852 -0.616 -0.204
H -0.098 -1.325 1.677 0.339
H 0.602 0.014 0.907 0.367
H -0.792 0.285 1.990 0.223
H -2.244 1.538 -1.177 0.369
```

Energy above the lowest of the compared OMol25 structures with the same formula, charge and spin: 1.494 eV
2S+1: 3
<S²>: 2.0124
LUMO level (spin up / spin down): 0.01 / -1.67 eV
HOMO-LUMO gap (spin up / spin down): 7.5 / 7.7 eV
Charge: 0

no.,largest force on an atom (eV Å⁻¹)
1,1.95
2,3.58
3,5.30
4,3.13